C5H15N3O3 | the ωB97M-V functional and the def2-TZVPD basis

## Properties
HOMO energy (spin up / spin down): -7.2 / -9.2 eV
2S+1: 3
Kohn-Sham gap (spin up / spin down): 8.1159 / 9.1579 eV

Each atom is followed by the atoms it is bonded to, with distances in Å.
Cartesian coordinates (Å):
1 C -2.97780 -0.14546 -0.12122  C4 1.540, H12 1.046, H13 1.089, H14 1.010
2 C 2.76584 0.41381 -1.59199  C5 1.537, H15 1.085, H16 1.159, H17 1.069
3 C 0.73531 2.79910 1.41837  O9 1.400, H18 1.159, H19 1.089, H20 1.133
4 C -2.38834 -1.21417 0.81824  C1 1.540, O10 1.445, H21 1.079, H22 1.106
5 C 2.18489 -0.93203 -1.12876  C2 1.537, O11 1.468, H23 1.192, H24 1.064
6 N 0.59946 0.74404 0.25765  N8 1.407, O9 1.451, H25 0.991
7 N -0.11363 -2.05897 0.94203  O10 1.377, H26 1.030
8 N 1.33329 -0.17550 1.02980  N6 1.407, O11 1.310
9 O -0.05806 1.67644 1.15348  C3 1.400, N6 1.451
10 O -1.10095 -1.44607 0.20360  C4 1.445, N7 1.377
11 O 2.19066 -0.88465 0.33805  C5 1.468, N8 1.310
12 H -3.88084 0.19744 0.28003  C1 1.046
13 H -2.34594 0.73810 -0.04629  C1 1.089
14 H -3.10320 -0.61390 -1.00726  C1 1.010
15 H 2.11251 1.12115 -1.09087  C2 1.085
16 H 3.87445 0.43956 -1.25573  C2 1.159
17 H 2.69696 0.54861 -2.65015  C2 1.069
18 H 1.18387 3.27929 0.46359  C3 1.159
19 H 1.54718 2.51375 2.08556  C3 1.089
20 H 0.04772 3.51111 1.97031  C3 1.133
21 H -2.88706 -2.14033 1.05755  C4 1.079
22 H -2.25785 -0.60470 1.73190  C4 1.106
23 H 2.74917 -1.97050 -1.28549  C5 1.192
24 H 1.18623 -1.04978 -1.47601  C5 1.064
25 H -0.16620 0.34790 -0.23211  N6 0.991
26 H 0.56750 -2.61446 0.40577  N7 1.030